47
Properties=species:S:1:pos:R:3:forces:R:3 method="wB97M-V/def2-TZVPD" spin_multiplicity=1 total_energy_ha=-1226.81127 orbital_gap_ev=6.771 total_charge=-1
Ta -0.3977 0.6465 -2.7296 0.797 -0.403 -0.447
S 1.1512 -0.1990 4.9696 -0.049 0.555 -2.145
O 2.3506 0.6975 2.4928 -4.473 2.954 -0.898
O 0.2789 4.1042 -0.6686 -0.067 -0.992 -1.583
N 0.0262 1.6781 2.8490 7.778 -3.717 -0.694
N 0.5630 2.1060 1.6439 4.635 -1.929 -0.242
C -0.6714 -1.6929 -2.5618 -0.841 -0.770 0.244
C 1.4341 -1.9773 4.4494 1.215 -1.066 -1.495
C -0.8442 3.7838 -1.6077 -0.504 0.936 -0.861
C 0.9049 -2.3552 2.9449 -0.604 -0.460 -0.135
C 1.9073 0.4277 -2.9312 0.933 -0.811 -0.189
C -0.3601 2.9509 -2.9328 0.212 1.200 0.300
C -2.1147 3.1375 -0.7992 -0.293 1.272 0.771
C 1.9736 1.5674 1.3428 -5.360 0.648 3.344
C -1.0506 -3.1842 1.3538 0.676 0.155 -0.517
C 1.1680 0.7876 3.3706 -1.396 1.138 -1.716
C -1.3106 -2.1339 0.0915 0.262 0.080 -0.055
C -0.7325 -2.3830 2.7760 0.253 -1.000 -0.324
C -0.1783 -2.2862 -1.1130 -0.604 -1.310 0.052
H -2.4431 3.9541 0.0076 0.750 -1.649 -1.611
H -0.0016 -3.4521 -1.2649 -0.270 2.177 0.469
H -0.0781 -3.8007 1.0475 -2.045 1.163 0.796
H 1.3488 -1.6833 2.0878 -0.689 -1.149 1.927
H -3.0598 3.0222 -1.5118 2.271 -0.021 1.373
H -1.8736 2.1679 -0.1853 -0.366 1.802 -1.582
H 2.6155 -2.1484 4.4408 -2.629 0.264 0.218
H 1.1511 3.8163 -1.0691 -1.869 0.349 0.391
H -0.1090 -2.2544 -3.4352 -0.955 1.077 1.696
H 2.5899 1.8161 0.3604 -1.312 -1.005 2.664
H 2.3265 0.6634 -4.0055 -0.619 -0.268 2.187
H 0.9336 -2.6885 5.2420 0.923 1.629 -1.492
H 2.1816 -0.7119 -2.7038 -0.403 2.366 -0.343
H -1.2034 -1.0454 0.5095 -0.458 -1.950 -0.863
H -1.8258 -1.9698 -2.6880 2.408 0.395 0.283
H 1.2860 -3.4580 2.7236 -0.767 2.265 0.558
H 2.3961 1.1098 -2.1061 -0.592 -1.217 -1.590
H -1.9173 -3.9746 1.4676 1.608 1.745 -0.169
H 0.8401 -1.8466 -0.7359 -1.872 -0.627 -0.730
H -2.4050 -2.2870 -0.3510 2.415 0.404 0.890
H -1.2112 4.8491 -2.0024 0.608 -2.117 0.922
H -2.2750 0.7388 -2.7015 0.308 -0.015 -0.199
H -1.2352 -1.3229 2.7398 1.175 -2.022 0.200
H -0.9753 3.3463 -3.8506 1.121 -0.743 1.687
H -1.1720 -2.9991 3.6826 0.794 1.289 -1.728
H -0.4865 0.5221 -4.6071 -0.060 -0.085 0.127
H 0.7747 3.2544 -3.1454 -2.167 -0.467 0.331
H -0.2700 0.7067 -0.8859 0.121 -0.072 0.176